(1)
15
Properties=species:S:1:pos:R:3 method="wB97M-V/def2-TZVPD" multiplicity=2 homo_lumo_gap_ev="10.573 / 7.619" s2=0.75 e_homo_ev="-9.6 / -9.6" charge=0 e_lumo_ev="0.960 / -1.991"
C -0.351 0.170 -0.719
N 0.321 0.475 0.568
C 1.729 -0.038 0.580
O 2.532 0.388 -0.409
C -1.548 -0.775 -0.531
N -2.509 -0.251 0.484
H 0.382 -0.255 -1.415
H -0.755 1.075 -1.178
H 0.526 1.469 0.503
H 1.615 -1.125 0.684
H 2.150 0.282 1.540
H -1.233 -1.759 -0.184
H -2.050 -0.877 -1.491
H -2.112 -0.584 1.352
H -2.269 0.724 0.660

(2)
15
Properties=species:S:1:pos:R:3 method="wB97M-V/def2-TZVPD" homo_lumo_gap_ev="8.887 / 8.888" e_homo_ev="-13.2 / -13.2" charge=+1 e_lumo_ev="-4.267 / -4.267"
C -1.827 1.439 0.695
C 0.550 -1.444 -0.716
C 0.385 0.839 0.162
N -0.869 1.419 -0.043
N 0.726 -0.039 -1.001
O 1.491 1.479 0.471
H -2.692 2.112 0.734
H -1.734 0.738 1.610
H 0.674 -1.447 0.372
H -0.557 -1.592 -1.012
H 1.425 -2.020 -1.230
H -0.333 -0.183 1.819
H 1.795 0.136 -1.175
H 0.084 0.216 -1.767
H 1.601 2.096 1.264

(3)
16
Properties=species:S:1:pos:R:3 method="wB97M-V/def2-TZVPD" homo_lumo_gap_ev=7.990 e_homo_ev=-3.9 charge=-1 e_lumo_ev=4.092
C 0.269 0.431 2.579
N -0.468 1.166 1.736
O 0.723 -0.695 2.362
H 0.528 0.940 3.539
H -1.137 1.713 2.269
H -0.803 0.450 0.394
C 0.699 0.521 -2.583
N 0.634 -0.769 -1.912
C -0.551 -0.961 -1.020
O -1.084 0.216 -0.594
H -0.084 0.674 -3.345
H 1.686 0.634 -3.039
H 0.573 1.308 -1.844
H 0.711 -1.490 -2.615
H -0.209 -1.609 -0.218
H -1.309 -1.549 -1.578

(4)
16
Properties=species:S:1:pos:R:3 method="wB97M-V/def2-TZVPD" homo_lumo_gap_ev=11.248 e_homo_ev=-14.7 charge=+1 e_lumo_ev=-3.484 smiles="NC(=O)[C@H]([NH3+])CO"
N -1.050 2.015 -0.007
C -1.113 0.718 -0.335
O -2.135 0.106 -0.570
C 0.233 0.004 -0.504
N -0.130 -1.370 -0.910
C 1.144 -0.074 0.723
O 0.529 -0.953 1.641
H -1.918 2.506 0.169
H -0.252 2.523 0.341
H 0.787 0.499 -1.308
H -0.601 -1.857 -0.148
H -0.776 -1.308 -1.702
H 0.684 -1.926 -1.171
H 2.140 -0.413 0.387
H 1.280 0.921 1.174
H 1.177 -1.392 2.220

(5)
17
Properties=species:S:1:pos:R:3 method="wB97M-V/def2-TZVPD" homo_lumo_gap_ev=9.283 e_homo_ev=-8.9 charge=0 e_lumo_ev=0.416 smiles="[H]/N=C/C=C.NP(O)O"
H 0.347 1.342 1.602
N -0.565 0.880 1.616
C -1.310 1.082 0.621
C -2.506 0.303 0.222
C -2.738 -0.055 -1.027
H -1.103 1.941 -0.156
H -3.049 0.141 1.085
H -3.737 -0.346 -1.277
H -2.140 0.374 -1.817
N 1.314 -0.965 0.868
P 1.791 -0.402 -0.751
O 2.708 0.857 -0.283
O 2.833 -1.707 -0.925
H 0.494 -0.472 1.218
H 0.968 -1.896 0.595
H 3.441 0.581 0.208
H 3.252 -1.657 -1.798

(6)
17
Properties=species:S:1:pos:R:3 method="wB97M-V/def2-TZVPD" homo_lumo_gap_ev=6.627 e_homo_ev=-2.9 charge=-1 e_lumo_ev=3.771
N 1.085 -0.759 1.025
C 0.558 0.470 0.381
C 0.867 0.705 -1.150
S 2.214 -0.397 -1.790
C -0.804 0.816 0.801
N -1.137 0.407 2.086
O -1.625 1.388 0.092
H 2.114 -0.652 1.010
H 0.825 -1.597 0.530
H 1.086 1.390 0.818
H -0.005 0.427 -1.757
H 1.197 1.740 -1.322
H -0.706 -0.464 2.369
H -2.054 0.516 2.488
H -1.705 -0.961 -2.340
H -0.505 -1.378 -1.538
O -1.407 -1.652 -1.702

(7)
17
Properties=species:S:1:pos:R:3 method="wB97M-V/def2-TZVPD" homo_lumo_gap_ev=6.215 e_homo_ev=-2.7 charge=-1 e_lumo_ev=3.519
N 0.042 -2.099 0.878
C 0.231 -0.712 0.260
C 0.148 -0.698 -1.239
S 1.693 -1.421 -1.793
C -0.638 0.315 0.964
N -1.584 -0.135 1.940
O -0.600 1.461 0.540
H 0.883 -2.383 1.349
H 0.069 -2.717 0.063
H 1.411 -0.373 0.554
H -0.649 -1.088 -1.847
H 0.223 0.351 -1.523
H -2.010 -1.024 1.952
H -1.971 0.572 2.559
H -0.601 2.986 0.306
H -0.136 4.578 0.202
O -0.894 4.044 0.140

(8)
17
Properties=species:S:1:pos:R:3 method="wB97M-V/def2-TZVPD" homo_lumo_gap_ev=6.444 e_homo_ev=-2.9 charge=-1 e_lumo_ev=3.513
N 0.681 1.565 0.436
C -0.505 0.738 0.517
C -1.345 0.676 -0.728
S -1.790 2.468 -1.221
C -0.011 -0.714 0.819
N 1.235 -0.925 1.444
O -0.583 -1.784 0.647
H 0.318 2.436 -0.054
H 1.363 1.236 -0.240
H -1.208 1.134 1.244
H -0.853 0.216 -1.590
H -2.300 0.154 -0.539
H 1.711 -0.118 1.817
H 1.340 -1.811 1.923
H 1.104 -1.320 -1.115
H -0.055 -2.006 -1.537
O 0.896 -1.944 -1.824

(9)
17
Properties=species:S:1:pos:R:3 method="wB97M-V/def2-TZVPD" homo_lumo_gap_ev=11.331 e_homo_ev=-15.8 charge=+1 e_lumo_ev=-4.450
C 0.874 1.065 -0.260
C 0.381 -0.843 1.143
C 0.018 -0.946 -1.192
N -2.849 0.001 0.008
N 0.372 -0.277 -0.177
O -4.075 0.540 -0.066
O -2.703 -1.057 -0.504
O -2.000 0.640 0.564
H 0.222 1.730 0.309
H 1.868 1.113 0.188
H 0.927 1.409 -1.291
H -0.090 -0.149 1.842
H -0.145 -1.795 1.169
H 1.411 -1.000 1.471
H 0.048 -0.512 -2.182
H -0.340 -1.962 -1.096
H -4.144 1.412 0.373

(10)
16
Properties=species:S:1:pos:R:3 method="wB97M-V/def2-TZVPD" homo_lumo_gap_ev=10.641 e_homo_ev=-14.7 charge=+1 e_lumo_ev=-4.098
C 0.240 -0.731 0.865
C -0.263 -1.698 1.876
C 1.092 -0.198 -0.150
N -1.013 -0.745 0.978
N 2.187 0.574 0.111
O -0.102 0.959 -0.946
Si -1.779 0.711 -1.420
H -0.420 -2.717 1.519
H -0.276 -1.179 2.899
H 1.136 -0.891 -1.091
H 2.118 1.264 0.891
H 0.307 1.756 -0.449
H 2.862 0.593 -0.562
H -2.624 1.205 -0.458
H -1.928 1.736 -2.442
H -1.537 -0.640 -1.621

(11)
16
Properties=species:S:1:pos:R:3 method="wB97M-V/def2-TZVPD" homo_lumo_gap_ev=8.067 e_homo_ev=-13.4 charge=+1 e_lumo_ev=-5.293 smiles="C/P=N/P=[N+](C)C"
C 1.677 -2.514 1.760
P 2.200 -0.668 1.550
N 0.943 0.045 0.954
P -0.399 0.935 1.094
N -0.741 1.053 -0.480
C -0.020 0.590 -1.638
C -1.991 1.740 -0.670
H 1.809 -2.686 2.808
H 0.654 -2.477 1.459
H 2.472 -3.227 1.258
H 0.742 1.310 -1.940
H 0.458 -0.390 -1.504
H -0.754 0.485 -2.445
H -2.934 1.034 -0.734
H -2.210 2.478 0.168
H -1.905 2.292 -1.641

(12)
15
Properties=species:S:1:pos:R:3 method="wB97M-V/def2-TZVPD" homo_lumo_gap_ev=10.447 e_homo_ev=-14.2 charge=+1 e_lumo_ev=-3.787
C -1.064 -0.682 0.345
C -0.065 -1.225 -0.790
C -0.235 1.348 -0.198
N 1.892 -0.043 0.772
N -1.382 0.660 -0.143
S 1.205 0.096 -0.726
H -2.053 -1.187 0.388
H -0.592 -0.710 1.377
H 0.174 -2.196 -0.508
H -0.420 -1.245 -1.754
H -0.384 2.672 -1.166
H 0.289 1.499 0.820
H 2.620 -0.657 1.052
H -1.975 0.916 -0.895
H 1.991 0.755 1.426

(13)
16
Properties=species:S:1:pos:R:3 method="wB97M-V/def2-TZVPD" homo_lumo_gap_ev=8.747 e_homo_ev=-13.6 charge=+1 e_lumo_ev=-4.841
C 1.077 -0.926 -0.039
C -0.644 0.803 -0.437
C -0.240 -0.300 0.516
N -1.331 -1.318 0.573
N 0.258 1.964 -0.132
S 2.448 0.055 -0.157
S 0.785 -2.528 -0.504
H -1.711 1.050 -0.146
H -0.474 0.281 -1.313
H 0.019 -0.080 1.530
H -1.987 -1.101 -0.165
H -1.949 -1.218 1.413
H 0.098 2.691 -0.790
H 1.362 1.227 -0.368
H 0.226 2.236 0.855
H 2.063 -2.836 -0.835

(14)
15
Properties=species:S:1:pos:R:3 method="wB97M-V/def2-TZVPD" homo_lumo_gap_ev=9.216 e_homo_ev=-8.1 charge=0 e_lumo_ev=1.129 smiles="[H]/N=C/N.C=CN"
H 2.227 1.016 -0.971
N 1.871 0.275 -0.347
C 2.359 0.706 0.768
N 1.742 0.280 1.939
H 3.334 1.159 0.945
H 1.966 0.811 2.767
H 0.993 -0.378 1.929
C -2.602 -0.676 -0.022
C -1.484 -0.772 -0.746
N -1.016 0.186 -1.636
H -3.291 0.155 -0.145
H -2.849 -1.479 0.649
H -0.988 -1.738 -0.673
H -0.540 -0.301 -2.392
H -1.723 0.755 -2.064

(15)
15
Properties=species:S:1:pos:R:3 method="wB97M-V/def2-TZVPD" homo_lumo_gap_ev=9.535 e_homo_ev=-8.8 charge=0 e_lumo_ev=0.749
H -2.993 0.760 0.991
N -2.572 1.492 1.557
C -1.558 1.080 2.221
N -0.547 0.331 1.671
H -1.549 1.227 3.310
H -0.013 -0.330 2.215
H -0.607 0.094 0.695
C 1.314 0.103 -1.143
N 1.430 -1.160 -1.279
C 1.798 -1.582 -2.618
H 1.248 0.615 -0.186
H 0.928 0.575 -2.056
H 2.787 -1.254 -2.927
H 1.157 -1.069 -3.352
H 1.668 -2.649 -2.798

(16)
15
Properties=species:S:1:pos:R:3 method="wB97M-V/def2-TZVPD" homo_lumo_gap_ev=10.395 e_homo_ev=-9.3 charge=0 e_lumo_ev=1.081 smiles="[H]/N=C/N.C=NC"
H -0.364 1.317 1.420
N 0.455 1.010 1.938
C 0.781 -0.164 1.583
N 1.945 -0.744 2.041
H 0.177 -0.751 0.895
H 1.856 -1.722 2.275
H 2.464 -0.161 2.678
C -0.143 0.666 -1.629
N -1.014 -0.198 -1.366
C -2.044 -0.450 -2.346
H 0.601 0.950 -0.881
H -0.019 1.180 -2.593
H -2.161 -1.524 -2.473
H -1.825 -0.035 -3.332
H -2.972 -0.080 -1.916

(17)
16
Properties=species:S:1:pos:R:3 method="wB97M-V/def2-TZVPD" multiplicity=2 homo_lumo_gap_ev="2.832 / 9.355" s2=0.75 e_homo_ev="1.2 / -5.4" charge=-1 e_lumo_ev="4.067 / 3.988"
C 0.387 0.975 0.502
N -0.475 0.215 1.400
C -0.453 -1.165 1.446
N -0.449 -1.788 0.235
O -0.410 -1.800 2.492
C -0.105 1.065 -0.936
N 0.647 0.190 -1.830
H 1.390 0.546 0.582
H 0.503 1.988 0.912
H -0.827 0.608 2.261
H -0.816 -2.721 0.202
H -0.215 -1.359 -0.654
H -1.136 0.726 -0.999
H -0.135 2.120 -1.231
H 1.612 0.072 -1.567
H 0.482 0.326 -2.815

(18)
16
Properties=species:S:1:pos:R:3 method="wB97M-V/def2-TZVPD" homo_lumo_gap_ev=9.394 e_homo_ev=-8.5 charge=0 e_lumo_ev=0.911
C 0.509 -0.679 0.156
C -2.343 -0.596 0.122
N 0.058 0.639 0.321
N -0.203 1.288 -0.799
C 2.874 0.278 0.392
O -1.345 -0.217 1.019
N 2.102 -0.384 -0.337
H -0.471 2.254 -0.668
H -0.566 0.790 -1.611
H 0.658 -1.220 1.083
H 0.171 -1.237 -0.721
H -2.548 0.187 -0.632
H -2.111 -1.530 -0.414
H -3.265 -0.752 0.690
H 3.938 0.304 0.150
H 2.542 0.874 1.250

(19)
16
Properties=species:S:1:pos:R:3 method="wB97M-V/def2-TZVPD" homo_lumo_gap_ev=9.073 e_homo_ev=-8.7 charge=0 e_lumo_ev=0.348
N 0.748 1.251 -0.023
N 1.627 1.084 -1.020
C 1.534 -0.687 1.822
N 1.833 0.370 1.230
H 1.005 2.103 0.475
H 1.344 0.309 -1.617
H 2.580 0.937 -0.626
H 2.290 -1.395 2.163
H 0.501 -0.951 2.083
C -2.222 -0.377 -1.130
C -1.960 -1.067 -0.022
O -1.637 0.777 -1.513
H -0.940 1.035 -0.870
H -3.134 -0.557 -1.690
H -2.493 -1.983 0.175
H -1.076 -0.849 0.563

(20)
16
Properties=species:S:1:pos:R:3 method="wB97M-V/def2-TZVPD" homo_lumo_gap_ev=10.147 e_homo_ev=-9.5 charge=0 e_lumo_ev=0.670
H -2.129 0.950 0.082
N -1.154 0.665 0.109
C -0.960 -0.576 -0.068
N -1.933 -1.532 -0.086
C 0.447 -1.133 -0.225
N 1.479 -0.144 -0.395
C 1.796 0.584 0.611
H -2.901 -1.258 -0.110
H -1.711 -2.492 -0.278
H 0.463 -1.784 -1.105
H 0.626 -1.764 0.660
H 1.328 0.512 1.597
H 2.706 1.161 0.543
O 0.789 2.622 -0.271
H -0.001 2.091 -0.020
H 1.155 2.097 -1.042

Here are the calculated energy above the lowest of the compared OMol25 structures with the same formula, charge and spin numbers, same order: 30.6 151.5 45.2 17.7 69.1 33.3 54.7 34.1 130.3 62.2 0.0 105.1 31.0 43.4 65.0 32.3 14.1 140.2 126.9 39.8 (kcal/mol).